[1]
Entry from the OMol25 dataset: a molecular structure, C27H37Cl5GePRuSe2Si3 (ωB97M-V with the def2-TZVPD basis set).

Element x y z (Å)
Ru 0.60150 -0.30609 0.72909
Cl 5.47898 2.35024 0.45103
C 5.26210 0.64726 0.43108
C 3.97910 0.11560 0.57642
C 3.84835 -1.25783 0.55033
Cl 2.24961 -1.97370 0.71685
C 4.92521 -2.12093 0.39947
Cl 4.67995 -3.82180 0.40712
C 6.19700 -1.58061 0.25351
Cl 7.54056 -2.61078 0.05600
C 6.36405 -0.19075 0.27028
Cl 7.92160 0.47667 0.09916
Se 2.47179 1.24710 0.87180
P 0.50127 3.19859 0.06253
Se -0.88951 1.47946 0.32213
C 0.03225 4.13153 -1.39469
C -1.21792 3.99559 -2.00146
C -1.49429 4.71202 -3.15474
C -0.52929 5.54251 -3.71233
C 0.71431 5.67812 -3.10897
C 1.00220 4.96807 -1.95506
C 0.48806 4.22925 1.52914
C -0.49907 4.13029 2.51053
C -0.41678 4.92988 3.63872
C 0.65070 5.80495 3.80156
C 1.63580 5.90123 2.82700
C 1.56254 5.10949 1.69342
H -1.97982 3.36241 -1.56625
H -2.46864 4.62624 -3.61824
H -0.74654 6.08346 -4.62405
H 1.46123 6.33031 -3.54159
H 1.97916 5.06343 -1.49542
H -1.33675 3.45633 2.38849
H -1.19020 4.87290 4.39334
H 0.71786 6.41037 4.69593
H 2.46286 6.58696 2.95343
H 2.34188 5.17292 0.94222
C -3.79843 -2.64473 -2.01164
Si -2.29866 -1.60857 -2.32187
C -1.14517 -2.16601 -3.65498
C -2.76239 0.17594 -2.44799
Ge -0.94037 -1.85997 -0.23315
Si -0.15138 -4.40239 -0.32000
C 0.45716 -4.86651 1.35401
C -1.67417 -5.32801 -0.77283
C 1.11948 -4.34844 -1.65370
Si -2.02407 -1.66193 2.02637
C -0.60825 -1.51449 3.23709
C -3.11635 -0.16623 2.10965
C -3.00237 -3.23243 2.16655
H -4.45078 -2.63806 -2.89158
H -4.36799 -2.22666 -1.17691
H -3.55547 -3.67940 -1.78345
H -1.44453 -1.76044 -4.62552
H -1.13157 -3.25491 -3.74058
H -0.13183 -1.81902 -3.44598
H -3.59497 0.25191 -3.15620
H -1.93262 0.78271 -2.81597
H -3.09701 0.58612 -1.49407
H -0.36475 -4.97290 2.06257
H 1.20474 -4.19663 1.77511
H 0.92836 -5.85081 1.23726
H -2.53068 -5.05852 -0.15450
H -1.46816 -6.39363 -0.60895
H -1.93101 -5.19577 -1.82418
H 1.76911 -3.47503 -1.60208
H 0.64263 -4.37025 -2.63452
H 1.75189 -5.23913 -1.55608
H 0.03939 -0.65359 3.01890
H 0.00968 -2.41317 3.27320
H -0.98376 -1.32220 4.24809
H -2.58142 0.67109 2.55953
H -3.98459 -0.39916 2.73237
H -3.48657 0.15372 1.13315
H -2.37039 -4.11679 2.25868
H -3.64301 -3.34866 1.28822
H -3.65088 -3.18769 3.04821

Atomic forces in eV per Å
0.5 0.3 0.3
-0.1 0.0 0.0
0.0 0.0 0.0
0.0 0.0 0.0
0.1 0.1 0.0
0.4 -0.4 0.0
-0.2 -0.1 0.0
0.0 0.0 0.0
0.1 0.0 0.0
0.0 0.0 0.0
0.0 0.1 0.0
0.1 0.0 0.0
0.2 0.3 0.1
-0.4 0.1 0.0
-0.2 0.3 -0.1
0.2 -0.1 -0.1
0.0 0.1 0.0
0.0 0.0 0.0
0.0 0.0 0.0
0.0 0.0 0.0
0.0 0.0 0.0
0.2 0.0 0.1
0.0 0.1 0.0
0.0 0.0 0.0
0.0 0.0 0.0
0.0 0.0 0.0
0.0 0.0 0.0
0.0 0.0 0.0
0.0 0.0 0.0
0.0 0.0 0.0
0.0 0.0 0.0
0.0 0.0 0.0
0.0 0.0 0.0
0.0 0.0 0.0
0.0 0.0 0.0
0.0 0.0 0.0
0.0 0.0 0.0
-0.2 -0.1 0.0
0.2 -0.3 0.2
0.0 -0.1 -0.2
0.1 0.3 0.1
-0.8 0.0 -0.1
-0.2 0.0 -0.2
0.1 0.1 0.3
-0.2 -0.1 -0.1
0.2 0.1 -0.2
0.4 -0.1 -0.2
-0.1 -0.1 0.2
-0.2 0.1 -0.1
-0.1 -0.1 0.1
0.0 0.0 0.0
0.0 0.0 0.0
-0.1 0.0 0.0
0.0 0.0 0.0
0.0 0.0 0.0
0.0 0.0 -0.1
0.1 0.0 0.0
0.0 0.0 0.0
-0.1 0.0 -0.1
0.1 0.0 0.0
0.0 -0.1 0.0
0.0 0.0 0.0
0.0 -0.1 0.0
0.0 0.1 0.0
0.0 0.0 0.0
0.0 -0.1 0.0
0.0 0.0 0.0
0.0 0.0 0.0
0.1 0.1 0.1
0.0 0.0 0.0
0.0 0.0 0.0
-0.1 0.0 0.0
0.0 0.0 0.0
-0.1 0.0 0.1
-0.1 0.0 0.0
0.0 0.0 0.1
0.1 0.0 0.0

Results
Expectation value of S²: 8.785
E_HOMO (spin up / spin down) (eV): -12.88 / -13.30
HOMO-LUMO gap (spin up / spin down) (eV): 7.3 / 4.9
Net charge: +2
Spin multiplicity: 6

[2]
Entry from the OMol25 dataset: a molecular structure, C6H9N (ωB97M-V with the def2-TZVPD basis set).

Element x y z (Å)
C 1.58110 1.00619 0.29491
C 1.10372 -0.37824 0.33870
C -0.35481 -0.40914 0.84424
C -1.07235 -1.25981 -0.22934
C -0.56841 -0.10307 -1.16360
C -0.86711 0.81078 0.03170
N 0.88797 -0.14802 -1.08096
H 2.46530 1.30289 -0.23067
H 1.35101 1.65628 1.16416
H 1.78056 -1.16972 0.63894
H -0.52905 -0.52172 1.91658
H -0.72523 -2.26415 -0.47422
H -2.15926 -1.26962 -0.06287
H -0.95472 0.07355 -2.17312
H -0.03002 1.58060 -0.02093
H -1.90872 1.09321 0.20649

Atomic forces in eV per Å
0.9 -0.7 -0.2
0.3 -0.4 0.4
0.0 0.1 0.2
0.2 -0.3 -0.2
-0.3 0.1 0.1
0.2 0.8 0.2
0.3 1.0 0.5
0.6 -0.5 0.0
-0.5 0.0 -1.1
-0.1 -0.4 0.0
0.0 0.0 -0.2
0.1 0.0 0.2
0.3 0.1 -0.2
0.2 0.0 0.3
-2.3 0.2 0.1
0.3 0.1 0.0

Results
E_HOMO (spin up / spin down) (eV): -8.33 / -8.33
HOMO-LUMO gap (spin up / spin down) (eV): 8.7 / 8.7
Relative energy (zero: lowest compared OMol25 entry of this formula, charge and spin) (kJ/mol): 503.1

[3]
Entry from the OMol25 dataset: a molecular structure, C3H3FNO6Rb (ωB97M-V with the def2-TZVPD basis set).

Element x y z (Å)
Rb -10.53808 -1.50260 27.29704
N -9.59006 -0.90219 31.06910
O -9.67625 -0.85958 29.85175
O -10.43512 -0.37768 31.76434
O -8.52719 -1.29438 31.66822
C -5.01323 -3.41626 28.96060
C -4.65590 -2.88551 27.60611
O -5.83754 -2.31982 27.10643
C -6.89782 -3.03062 27.69367
O -8.05413 -2.91783 27.28407
O -6.46016 -3.68539 28.79429
F -4.12227 -3.89430 26.92870
H -5.00613 -2.58116 29.66107
H -4.31883 -4.21996 29.20550
H -3.98040 -2.03219 27.66641

Atomic forces in eV per Å
0.3 0.0 0.6
2.9 1.1 3.8
-0.1 -0.9 -3.1
-2.0 0.2 0.4
-0.9 -0.5 -1.7
-1.3 1.6 0.0
0.3 2.2 1.7
-1.1 -2.0 0.0
-1.4 1.2 -0.2
3.0 -0.6 1.2
0.3 -0.3 -1.2
0.1 -0.8 -1.8
0.3 -0.3 0.4
-0.9 -0.4 0.3
0.4 -0.3 -0.2

Results
E_HOMO (eV): -7.44
HOMO-LUMO gap (eV): 6.7
Relative energy (zero: lowest compared OMol25 entry of this formula, charge and spin) (kJ/mol): 0.0

[4]
Entry from the OMol25 dataset: a single C5H14N2 molecule (ωB97M-V with the def2-TZVPD basis set).

Element x y z (Å)
C 0.51187 -1.03103 1.54715
C -0.79659 -0.26377 1.32760
N -1.94722 -1.04636 0.83132
C -0.43977 0.92445 0.35901
N 0.46507 0.56545 -0.74704
C 1.44043 1.52608 -1.25011
C 0.00787 -0.34231 -1.77363
H 1.29756 -0.46661 2.05593
H 0.25746 -1.92361 2.13069
H 0.95219 -1.45547 0.65599
H -1.10287 0.18072 2.28167
H -1.60616 -1.78792 0.23425
H -2.38102 -1.45015 1.65474
H -1.37023 1.32229 -0.06161
H 0.10730 1.64578 0.98520
H 1.77318 2.18829 -0.45491
H 0.92463 2.18586 -1.97469
H 2.24101 0.99916 -1.76330
H -0.76431 -0.94960 -1.31348
H -0.44265 0.13637 -2.66261
H 0.87225 -0.95760 -2.06218

Atomic forces in eV per Å
-0.6 -1.2 0.8
1.0 0.9 -1.2
0.6 0.3 0.6
0.3 -0.4 -0.5
0.7 -0.1 0.6
-1.8 0.3 0.1
0.0 0.2 0.7
-0.3 0.1 0.0
0.2 0.2 0.4
-0.1 0.3 -0.6
0.0 0.0 -0.2
-0.2 -0.3 0.1
-0.1 -0.3 -0.3
-0.1 0.4 0.4
-0.4 0.1 -0.4
0.4 -0.2 0.1
0.4 0.0 -0.2
0.3 0.1 0.1
0.0 -0.3 -0.4
0.2 0.1 0.1
-0.4 -0.1 -0.3

Results
E_HOMO (eV): -7.78
HOMO-LUMO gap (eV): 8.8
SMILES string: C[C@H](N)CN(C)C
Relative energy (zero: lowest compared OMol25 entry of this formula, charge and spin) (kJ/mol): 120.6

[5]
Entry from the OMol25 dataset: a single C19H35N molecule (ωB97M-V with the def2-TZVPD basis set).

Element x y z (Å)
C -0.95762 -3.99538 -0.32839
C -0.55408 -3.53265 1.06785
C -0.54755 -2.00767 1.14574
C 0.40728 -1.42570 0.09908
C 0.61182 0.10557 0.22715
C -0.37780 0.95778 -0.58001
C -1.86260 0.84023 -0.21822
C -2.16841 1.35390 1.19632
C -3.67046 1.28768 1.46989
C -4.43640 2.05784 0.39683
C -4.04636 1.52572 -0.98690
N -2.61784 1.56970 -1.23060
C 2.08948 0.42620 -0.13446
C 2.99128 0.10851 1.06528
C 4.46744 0.27260 0.71920
C 4.74510 1.70082 0.26659
C 3.84888 2.05098 -0.91478
C 2.37209 1.86862 -0.56548
C -0.01052 -1.88630 -1.29887
C -0.01261 -3.41137 -1.37348
H -0.94276 -5.08644 -0.37848
H -1.97752 -3.66489 -0.53884
H -1.24534 -3.93870 1.81000
H 0.44399 -3.91318 1.29945
H -1.56215 -1.64311 0.99072
H -0.22969 -1.69526 2.14385
H 1.38017 -1.89050 0.29750
H 0.48027 0.36897 1.28268
H -0.27856 0.73793 -1.64332
H -0.11518 2.00726 -0.43485
H -2.19775 -0.19797 -0.29618
H -1.82680 2.38974 1.28150
H -1.63337 0.75935 1.93714
H -3.89032 1.69686 2.45882
H -3.99243 0.24296 1.46132
H -4.18434 3.12016 0.45926
H -5.51246 1.95591 0.54712
H -4.54401 2.10018 -1.77258
H -4.36249 0.48120 -1.07726
H -2.30849 2.53852 -1.24224
H 2.37893 -0.22026 -0.97054
H 2.81421 -0.90880 1.41862
H 2.73930 0.78824 1.88359
H 5.08112 0.02858 1.58939
H 4.73294 -0.42101 -0.08224
H 5.79487 1.81092 -0.01385
H 4.54474 2.38819 1.09189
H 4.02509 3.08411 -1.22309
H 4.09888 1.40480 -1.75984
H 1.78253 2.12610 -1.44555
H 2.10568 2.55364 0.24304
H -1.00819 -1.52080 -1.54026
H 0.68202 -1.48630 -2.04244
H -0.31828 -3.73219 -2.37187
H 0.99798 -3.78850 -1.19688

Atomic forces in eV per Å
0.3 -0.1 0.1
-0.3 0.1 0.0
0.4 -0.2 0.0
-0.3 0.3 0.1
0.1 0.0 -0.2
-0.2 -0.3 0.3
0.4 0.3 0.1
-0.2 -0.4 -0.1
0.1 0.3 0.0
0.0 -0.4 -0.1
-0.2 0.3 0.1
0.1 0.0 -0.2
-0.2 0.3 0.4
0.2 -0.3 -0.3
0.0 0.2 0.3
0.1 -0.2 -0.3
-0.1 0.2 0.3
0.2 -0.3 -0.3
0.4 -0.2 0.1
-0.3 0.1 -0.1
-0.1 0.0 0.0
-0.1 0.0 0.0
0.1 0.0 0.0
0.0 0.0 0.1
-0.1 0.1 0.0
0.0 0.1 0.0
0.0 0.0 0.0
0.1 0.0 0.1
0.0 0.1 -0.1
0.0 0.1 -0.1
0.0 0.0 0.0
0.1 0.0 0.0
0.1 0.0 0.1
0.0 -0.1 0.0
0.0 -0.1 0.1
0.0 0.1 0.0
-0.1 0.1 0.0
0.0 -0.1 0.0
-0.1 0.0 0.0
0.0 0.0 0.0
0.0 -0.1 -0.1
-0.1 0.0 0.1
-0.1 0.0 0.1
0.0 -0.1 0.0
0.1 -0.1 0.0
0.0 0.1 0.1
0.0 0.1 0.1
0.0 0.0 -0.1
0.0 0.0 -0.1
-0.1 0.1 0.1
-0.1 0.1 0.0
-0.1 0.1 -0.1
0.0 0.1 -0.1
0.1 0.0 0.0
0.1 0.0 0.0

Results
E_HOMO (eV): -8.51
HOMO-LUMO gap (eV): 9.5
SMILES string: C1CCC(C(C[C@H]2CCCCN2)C2CCCCC2)CC1
Relative energy (zero: lowest compared OMol25 entry of this formula, charge and spin) (kJ/mol): 0.0

[6]
Entry from the OMol25 dataset: a molecular structure, C13H17BCeF4N2 (ωB97M-V with the def2-TZVPD basis set).

Element x y z (Å)
C 1.94321 3.31025 2.13351
C 2.94191 3.41658 0.96587
H 1.12459 4.03869 2.02788
H 2.52059 3.60775 3.01922
H 1.55769 2.30561 2.45843
H 2.60408 3.04309 -0.00026
H 3.13857 4.48305 0.84287
H 3.89103 2.94801 1.22795
C -2.95038 -0.02392 1.14708
C -4.19898 -0.62531 1.02063
C -4.56967 -1.22094 -0.18318
C -3.58019 -1.24207 -1.14389
H -2.57747 0.31008 2.12388
H -4.87957 -0.64225 1.85432
H -5.54236 -1.67343 -0.36955
H -3.74180 -1.86320 -2.01049
N -2.09529 0.12177 0.13042
C -2.35744 -0.58686 -1.00094
C -1.25546 -0.84608 -1.93225
N -0.01503 -0.37568 -1.63359
C 1.00275 -0.76457 -2.43498
C -0.44983 -1.95471 -3.92626
C 0.83079 -1.50753 -3.59474
H 1.98089 -0.44382 -2.10800
H 1.68297 -1.73117 -4.24156
C -1.48647 -1.66750 -3.04119
H -2.47051 -2.08640 -3.22497
H -0.67848 -2.51813 -4.83041
Ce 0.72050 1.04282 0.46625
C 2.88899 0.43890 0.20164
H 3.28134 0.92358 -0.68234
H 2.93526 -0.62530 0.01858
H 3.49694 0.68770 1.05127
F 0.29244 -0.61601 1.62626
B 0.98408 -1.90007 3.47315
F 1.99400 -2.42561 2.75375
F 1.14975 -0.69808 4.07531
F -0.11343 -2.63924 3.74035

Atomic forces in eV per Å
0.2 0.2 0.2
-0.1 0.1 0.7
0.0 -0.4 0.1
-0.4 -0.1 0.0
0.2 0.3 -0.2
-0.1 0.0 -0.4
0.0 -0.1 -0.2
-0.1 -0.1 -0.2
0.1 0.4 0.2
-0.4 -0.1 -0.1
0.6 0.7 0.6
0.3 -0.3 -0.8
-0.5 0.2 -0.4
0.0 0.0 0.3
0.3 0.1 0.2
-0.2 0.2 0.0
1.0 -0.6 -0.3
-0.7 0.2 1.3
0.2 -0.1 -0.4
0.1 0.0 0.2
-0.4 0.1 -0.2
-0.2 0.3 0.5
0.2 0.0 -0.2
0.2 0.0 -0.3
-0.3 0.1 0.4
0.5 0.2 -0.2
0.3 0.3 -0.1
0.3 0.1 0.2
-1.7 -3.0 -0.1
-0.1 -0.2 -0.4
0.0 0.5 -0.4
-0.4 -0.6 0.2
0.1 0.2 0.7
0.5 1.7 -1.0
0.0 -0.7 0.8
-1.0 0.7 0.6
-0.2 -1.1 -0.7
1.4 1.2 -0.6

Results
E_HOMO (spin up / spin down) (eV): -15.38 / -15.38
HOMO-LUMO gap (spin up / spin down) (eV): 5.5 / 5.5
Relative energy (zero: lowest compared OMol25 entry of this formula, charge and spin) (kJ/mol): 0.0
Net charge: +2

Number 1: M 985.7 g mol⁻¹. Number 2: M 95.1 g mol⁻¹. Number 3: M 253.5 g mol⁻¹. Number 4: M 102.2 g mol⁻¹. Number 5: M 277.5 g mol⁻¹. Number 6: M 428.2 g mol⁻¹.